Record 1
{
  "formula": "C35H78BBrN4O13P3",
  "method": "ωB97M-V/def2-TZVPD",
  "fmax_ev_per_a": 8.7,
  "total_charge": 1,
  "homo_lumo_gap_ev": 8.6,
  "homo_energy_ha": -0.4144,
  "species": ["C", "C", "C", "C", "C", "C", "C", "N", "C", "C", "B", "N", "O", "C", "C", "C", "C", "C", "Br", "N", "C", "C", "C", "N", "H", "H", "H", "H", "H", "H", "H", "H", "H", "H", "H", "H", "H", "H", "H", "H", "H", "H", "H", "H", "H", "H", "H", "H", "H", "H", "H", "H", "H", "H", "H", "H", "H", "O", "P", "O", "C", "C", "O", "C", "C", "O", "C", "C", "H", "H", "H", "H", "H", "H", "H", "H", "H", "H", "H", "H", "H", "H", "H", "O", "P", "O", "C", "C", "O", "C", "C", "O", "C", "C", "H", "H", "H", "H", "H", "H", "H", "H", "H", "H", "H", "H", "H", "H", "H", "O", "P", "O", "C", "C", "O", "C", "C", "O", "C", "C", "H", "H", "H", "H", "H", "H", "H", "H", "H", "H", "H", "H", "H", "H", "H"],
  "coordinates": [[-4.02640, 0.02371, -0.65540], [-2.96867, -0.67476, -0.15619], [-2.69953, -2.12125, -0.47012], [-1.61711, -2.37529, -1.61171], [-2.39027, -2.89160, -2.86104], [-3.50135, -1.96684, -3.38885], [-3.14921, -0.98182, -4.51890], [-4.70546, -1.97461, -3.01462], [-0.99509, -1.01077, -1.96117], [0.18322, -1.16462, -3.00847], [0.81964, 0.31899, -3.12876], [1.52289, 0.98598, -2.04561], [0.70994, 1.04977, -4.30783], [1.23132, -2.05390, -2.27937], [0.65203, -3.44930, -1.93006], [0.57688, -4.45115, -3.12584], [1.35760, -4.02870, -4.37847], [2.89379, -4.21981, -4.27583], [0.73670, -5.23248, -5.83279], [-0.59517, -3.36684, -1.10263], [-1.16675, -4.70158, -0.78972], [-0.14944, -5.65857, -0.10874], [0.63990, -5.09979, 1.06569], [-0.02510, -6.84370, -0.49353], [-5.04000, -0.34456, -0.48302], [-3.90477, 0.97115, -1.18452], [-2.26283, -0.13142, 0.47861], [-3.60835, -2.71090, -0.63126], [-2.24866, -2.56536, 0.44509], [-2.83104, -3.88945, -2.74063], [-1.67001, -2.98592, -3.68539], [-3.99445, -0.92877, -5.20551], [-2.82754, -0.00860, -4.13896], [-2.30956, -1.43775, -5.06572], [-4.81652, -2.69684, -2.29624], [-0.49498, -0.60355, -1.07194], [-1.69131, -0.31177, -2.41605], [-0.16065, -1.54825, -3.97295], [1.19740, 0.69546, -1.13058], [2.53187, 0.89444, -2.13103], [1.03083, 0.54339, -5.06733], [1.40609, -1.57024, -1.30453], [2.21029, -2.12391, -2.75793], [1.42855, -3.86307, -1.26997], [1.03031, -5.39487, -2.79078], [-0.44005, -4.71174, -3.42949], [1.14243, -3.02662, -4.74568], [3.29093, -4.09198, -3.26424], [3.13648, -5.20500, -4.68484], [3.36362, -3.51193, -4.97015], [-0.30678, -2.97778, -0.19603], [-1.54861, -5.22572, -1.66577], [-2.00516, -4.64860, -0.08369], [0.28011, -4.10497, 1.37262], [1.69914, -4.99554, 0.80801], [0.53807, -5.73564, 1.95007], [-0.64752, -7.05740, -1.27446], [5.38552, 2.08161, -2.40653], [6.10921, 2.82564, -3.50317], [6.31376, 1.51889, -4.49341], [5.19901, 1.01315, -5.21698], [4.85954, 1.87777, -6.41884], [7.60797, 2.84072, -2.82282], [7.77579, 2.89272, -1.40453], [8.07788, 1.51460, -0.85296], [6.68252, 3.74783, -4.75629], [7.08799, 5.11440, -4.49759], [8.59765, 5.21100, -4.37239], [4.33178, 0.91554, -4.55164], [5.47382, 0.01188, -5.55321], [4.49122, 2.85640, -6.10352], [4.08905, 1.40445, -7.03051], [5.74412, 2.04842, -7.03142], [6.90304, 3.32985, -0.91898], [8.61886, 3.55716, -1.20025], [7.32160, 0.78960, -1.15432], [8.12800, 1.53573, 0.23690], [9.03317, 1.15449, -1.23814], [6.58890, 5.50804, -3.60993], [6.75666, 5.70329, -5.35309], [8.92553, 4.98955, -3.35859], [8.93395, 6.22320, -4.60276], [9.09380, 4.50777, -5.04011], [-3.57584, 5.10633, 2.61530], [-2.10931, 4.81891, 2.70005], [-2.00818, 3.26388, 2.19501], [-2.19390, 2.94855, 0.82321], [-0.96454, 3.29182, -0.00196], [-1.99918, 4.57739, 4.32511], [-2.94842, 5.15178, 5.22573], [-3.98044, 4.12241, 5.63900], [-0.47159, 5.01592, 2.64236], [0.11137, 6.18192, 3.27050], [0.68485, 5.82951, 4.63107], [-3.07989, 3.45792, 0.43085], [-2.37788, 1.87566, 0.77213], [-0.81178, 4.37177, -0.04341], [-1.06856, 2.92365, -1.02521], [-0.06791, 2.85779, 0.44285], [-3.42109, 6.03283, 4.79269], [-2.39820, 5.48755, 6.10828], [-4.45664, 3.66490, 4.77088], [-4.75237, 4.57553, 6.26285], [-3.50573, 3.31653, 6.20295], [-0.61827, 6.99069, 3.34360], [0.91455, 6.51778, 2.61428], [-0.07809, 5.87366, 5.40548], [1.46463, 6.54014, 4.91036], [1.09974, 4.82225, 4.63458], [-2.85134, -0.55054, 6.54459], [-3.71256, -1.59395, 5.90736], [-2.84293, -2.96584, 6.07925], [-2.71254, -3.54583, 7.38004], [-3.97317, -4.27899, 7.80101], [-3.40326, -1.26768, 4.32104], [-2.95738, 0.02480, 3.91038], [-1.45901, 0.02956, 3.69850], [-5.07256, -2.41896, 5.46564], [-6.17818, -1.68053, 4.89917], [-6.19029, -1.80714, 3.38581], [-2.44859, -2.77481, 8.10951], [-1.88086, -4.24845, 7.32622], [-4.79872, -3.57974, 7.95226], [-3.81017, -4.82066, 8.73335], [-4.28512, -4.98380, 7.03000], [-3.25454, 0.79326, 4.62287], [-3.45913, 0.25706, 2.96556], [-0.92270, -0.32787, 4.57753], [-1.10627, 1.03492, 3.45903], [-1.19145, -0.64039, 2.87360], [-6.14866, -0.63433, 5.20973], [-7.08735, -2.12239, 5.30695], [-5.54095, -1.06573, 2.92187], [-7.19652, -1.63810, 2.99785], [-5.84510, -2.79199, 3.07164]],
  "forces_ev_per_a": [[0.2, -0.6, 0.6], [-0.7, 0.6, -0.6], [0.5, -1.0, 2.4], [-3.1, 1.6, -0.6], [0.6, -0.3, -0.7], [0.3, 1.1, -0.6], [0.6, -1.4, 0.3], [0.1, -0.8, 0.5], [2.2, -1.1, -1.2], [0.6, 0.8, 1.5], [0.1, 0.6, -0.6], [-1.0, -0.9, -0.1], [1.0, -0.7, 0.2], [-1.7, 0.0, 0.4], [2.2, -0.4, -1.0], [0.0, -0.1, 0.0], [0.5, -0.6, -0.1], [-0.5, 0.1, -0.8], [0.0, 0.4, 0.2], [-0.3, 0.5, -0.1], [0.1, -1.6, 0.8], [-0.1, 1.2, 0.0], [-0.2, 0.2, -0.1], [0.0, -0.5, 0.1], [0.1, -0.6, -1.6], [-0.2, 0.6, 1.5], [0.9, 0.0, -1.2], [0.1, 0.2, -0.2], [-0.2, 0.1, -0.1], [0.1, 0.2, 0.3], [-0.2, -0.1, 0.2], [0.0, 0.4, 0.3], [-0.3, 0.0, -0.2], [-0.1, 0.4, -0.1], [-0.4, 0.2, 0.0], [-0.6, 0.2, 0.0], [-0.4, -0.2, 0.7], [0.0, 0.0, 0.2], [0.6, 0.0, 0.1], [0.0, 0.7, 0.2], [-0.7, 0.1, -0.1], [0.2, 0.0, -0.3], [-0.2, -0.2, -0.1], [-0.5, -0.1, 0.2], [-0.2, 0.1, -0.1], [0.1, 0.3, 0.2], [-0.3, -0.2, 0.2], [-0.1, 0.0, -0.2], [0.1, 0.1, 0.5], [0.1, -0.1, 0.4], [0.0, 0.0, -0.1], [0.2, 0.5, -0.1], [0.2, 0.6, -0.2], [0.0, -0.2, -0.1], [-0.1, -0.2, 0.1], [0.1, 0.0, -0.3], [0.2, -0.1, 0.0], [-2.6, 3.2, -0.4], [6.3, -6.1, -0.6], [-0.7, 0.3, -0.4], [0.1, 0.0, -0.1], [-0.1, 0.1, 0.1], [-0.6, 1.3, 0.1], [0.1, -0.3, 0.3], [0.1, -0.2, -0.1], [-2.7, 1.4, 1.4], [0.3, 0.4, -0.3], [0.1, 0.0, 0.4], [0.0, 0.0, 0.0], [0.1, 0.0, 0.1], [0.0, 0.0, 0.0], [0.0, 0.0, 0.0], [0.0, -0.1, 0.0], [-0.1, -0.1, -0.1], [0.0, 0.0, -0.2], [-0.1, 0.1, 0.0], [0.0, 0.0, 0.0], [0.0, 0.1, 0.0], [0.0, 0.0, 0.0], [-0.2, -0.1, 0.0], [0.0, -0.1, 0.0], [-0.1, 0.0, -0.1], [-0.1, 0.1, -0.1], [1.5, 2.4, -2.3], [-0.3, -5.4, 4.9], [0.3, 0.7, -0.3], [0.1, 0.1, -0.4], [0.0, 0.1, 0.0], [0.4, 0.7, -0.3], [-0.4, -0.2, 0.2], [0.0, -0.2, 0.0], [-1.7, 1.7, -1.8], [0.5, 0.1, 0.2], [-0.2, 0.1, 0.3], [0.0, 0.0, 0.1], [-0.1, 0.0, 0.2], [0.0, 0.0, -0.1], [0.0, 0.0, 0.0], [0.0, 0.0, 0.0], [0.0, -0.1, -0.1], [0.2, -0.1, -0.1], [0.0, 0.2, -0.1], [0.0, 0.0, 0.0], [0.0, 0.1, 0.0], [0.0, 0.0, 0.0], [-0.1, -0.1, -0.1], [0.0, -0.1, 0.0], [0.0, 0.0, -0.1], [0.1, 0.0, -0.1], [-3.0, 0.1, 1.8], [4.5, -2.4, -4.8], [-0.9, 0.4, 0.3], [0.0, -0.2, 0.3], [-0.1, 0.1, -0.1], [-0.7, 0.2, 0.2], [0.3, 0.1, -0.1], [0.2, 0.0, -0.1], [-0.1, 1.7, 2.3], [-0.4, -0.1, -0.2], [0.1, 0.3, -0.2], [0.0, 0.0, -0.1], [0.0, 0.1, -0.1], [0.0, 0.0, 0.1], [0.0, 0.0, 0.0], [0.1, 0.0, 0.0], [0.1, -0.1, 0.1], [-0.1, -0.1, 0.0], [-0.1, 0.1, 0.1], [-0.1, 0.0, 0.0], [0.0, 0.0, 0.0], [0.0, 0.0, 0.0], [0.1, 0.0, 0.1], [0.1, -0.1, 0.0], [0.0, -0.1, 0.1], [-0.1, -0.1, 0.1]]
}

=====

Record 2
{
  "formula": "CH4NO",
  "method": "ωB97M-V/def2-TZVPD",
  "fmax_ev_per_a": 6.6,
  "de_lowest_kj_mol": 402.7,
  "total_charge": 1,
  "homo_lumo_gap_ev": 9.0,
  "homo_energy_ha": -0.5935,
  "species": ["C", "N", "O", "H", "H", "H", "H"],
  "coordinates": [[1.16423, -0.11829, 0.00980], [-1.11900, 0.05257, 0.08528], [-0.02961, -0.68183, 0.14966], [1.98872, -0.83090, -0.16245], [1.29310, 0.80120, -0.36045], [-1.16417, 1.13726, 0.02289], [-2.13327, -0.36001, 0.25527]],
  "forces_ev_per_a": [[-2.7, -6.0, -0.1], [-4.7, 2.5, 0.0], [3.4, 2.0, 0.0], [-0.7, 0.0, 0.9], [-0.1, 4.0, -0.7], [1.2, -2.6, 0.1], [3.5, 0.1, -0.2]]
}

=====

no.,energy (eV)
1,-168717.4640
2,-4627.3406